## one
Below is one molecule with the formula C6H9P, with properties calculated with ωB97M-V with the def2-TZVPD basis set.

Geometry as XYZ:
```
16
Properties=species:S:1:pos:R:3:mulliken_charge:R:1
C -0.465 1.096 0.497 -0.247
C -1.395 -0.577 -3.078 -0.590
C 0.631 0.298 1.044 0.617
H 2.064 0.531 -0.491 0.335
H 1.241 -0.725 2.825 0.352
H -0.459 -0.959 2.395 0.278
H -1.098 -1.436 -3.660 0.250
C -0.892 -0.335 -1.874 -0.127
H -2.122 0.080 -3.526 0.244
P -1.414 1.103 -0.896 -0.139
C 0.358 -0.235 2.425 -1.213
H 2.605 -0.409 0.989 0.274
H -0.789 1.862 1.200 0.283
H -0.160 -1.000 -1.434 0.299
H 0.069 0.570 3.099 0.330
C 1.826 0.135 0.482 -0.947
```

Orbital gap = 8.652 eV
Highest occupied orbital energy = -8.590 eV
SMILES = C=C/P=C\C(=C)C
2S+1 = 1
Net charge = 0


## two
Below is one molecule with the formula C6H9P, with properties calculated with ωB97M-V with the def2-TZVPD basis set.

Geometry as XYZ:
```
16
Properties=species:S:1:pos:R:3:mulliken_charge:R:1
C 0.700 0.068 1.162 -0.786
H -1.195 -0.776 1.344 0.405
H -2.174 1.609 0.246 0.503
H 2.356 -1.496 -1.942 0.037
H 1.011 -0.399 2.019 0.353
H -1.025 0.746 2.253 0.359
C -0.936 0.719 -1.027 -0.443
H -0.245 -1.040 -1.937 0.486
C 0.096 -0.294 -1.359 -0.537
C 0.929 -0.671 -0.167 0.070
H 0.947 -1.777 0.042 0.373
C -0.839 0.166 1.387 -0.832
H -1.247 1.226 -1.979 0.292
P 2.067 -0.133 -1.541 -0.137
H 0.991 1.152 1.283 0.293
C -1.436 0.899 0.215 -0.436
```

Orbital gap = 9.606 eV
Highest occupied orbital energy = -8.580 eV
SMILES = C1=C[C@H]2P[C@H]2CC1
2S+1 = 1
Net charge = 0


Which of them is most stable, and which least? Most stable: one; least stable: two.


## one
Below is a 2-piece molecular cluster, C2H4O2S2 overall, with properties calculated with ωB97M-V with the def2-TZVPD basis set.

Geometry as XYZ:
```
10
Properties=species:S:1:pos:R:3:mulliken_charge:R:1
S -1.765 0.719 0.920 -0.173
O 2.643 -0.446 1.001 -0.420
C 0.305 -0.905 -0.240 -0.306
H 0.247 -1.292 1.610 0.142
H -1.734 -1.149 -0.793 0.297
O 2.101 0.742 -1.158 -0.441
H -1.616 1.957 0.475 0.128
C -1.015 -0.316 -0.544 -0.421
S 1.751 0.139 0.063 0.894
H -0.917 0.552 -1.335 0.301
```

Orbital gap (spin up / spin down) = 7.153 / 7.139 eV
Highest occupied orbital energy (spin up / spin down) = -9.216 / -9.208 eV
2S+1 = 1
Net charge = 0


## two
Below is one molecule with the formula C2H4O2S2, with properties calculated with ωB97M-V with the def2-TZVPD basis set.

Geometry as XYZ:
```
10
Properties=species:S:1:pos:R:3:mulliken_charge:R:1
C 0.435 0.253 0.809 -0.430
H -0.121 0.213 1.739 0.379
O -0.429 3.994 1.301 -0.423
S 0.149 3.075 0.352 0.599
S -1.458 1.899 -0.150 -0.066
H 0.269 0.515 -1.262 0.345
C -0.441 0.468 -0.478 -0.497
O 1.498 1.048 0.853 -0.577
H 0.839 -0.840 0.646 0.275
H -0.896 -0.485 -0.558 0.394
```

Orbital gap (spin up / spin down) = 7.321 / 7.323 eV
Highest occupied orbital energy (spin up / spin down) = -9.204 / -9.206 eV
2S+1 = 1
Net charge = 0


Which of them is most stable, and which least? Most stable: two; least stable: one.


## one
Below is a 2-piece molecular cluster, C2H6N3O2 overall, with properties calculated with ωB97M-V with the def2-TZVPD basis set.

Geometry as XYZ:
```
13
Properties=species:S:1:pos:R:3:mulliken_charge:R:1
C 0.082 -1.071 1.681 0.709
N 0.077 1.583 -2.950 -0.502
H 0.509 -0.222 -0.209 0.491
H -1.147 -1.917 3.106 0.206
O 1.236 -0.601 1.538 -0.777
C 0.087 1.288 -1.576 0.079
H -0.472 2.358 -3.269 0.216
O -0.925 -0.932 0.899 -0.810
H -0.554 1.996 -1.011 0.280
H 0.442 -1.654 3.610 0.197
N -0.177 -1.797 2.847 -0.487
N 0.626 0.210 -1.124 -0.825
H 0.215 0.761 -3.544 0.222
```

Orbital gap = 8.264 eV
Highest occupied orbital energy = -4.156 eV
2S+1 = 1
Net charge = -1


## two
Below is a 2-piece molecular cluster, C2H6N3O2 overall, with properties calculated with ωB97M-V with the def2-TZVPD basis set.

Geometry as XYZ:
```
13
Properties=species:S:1:pos:R:3:mulliken_charge:R:1
O -2.974 0.584 1.089 -0.652
H -0.274 1.838 -1.624 0.124
N -1.792 -0.672 -0.336 -0.584
H 1.316 -1.111 0.809 0.298
H 0.954 -1.021 -0.929 0.223
C 0.555 -1.116 0.085 -0.868
C -0.663 -0.294 0.334 0.203
O -3.919 -0.534 -0.524 -0.670
H -0.657 2.496 -0.403 0.134
H 0.085 -2.151 -0.094 0.329
H -0.723 0.123 1.425 0.249
N -2.865 -0.068 0.034 0.989
N 0.014 1.806 -0.653 -0.775
```

Orbital gap (spin up / spin down) = 7.179 / 7.184 eV
Highest occupied orbital energy (spin up / spin down) = -3.238 / -3.242 eV
2S+1 = 1
Net charge = -1


Which of them is most stable, and which least? Most stable: one; least stable: two.